[1]
The following is a quantum chemistry calculation of a molecular structure, C55H45N5P3SiSn at a distorted geometry, from the OMol25 dataset.

Atoms and positions in Å:
C: 16.751 11.888 11.477
H: 17.577 14.059 10.256
H: 17.832 15.349 8.124
H: 12.708 8.839 7.437
C: 11.560 16.994 11.294
H: 12.531 6.027 12.326
H: 16.316 14.653 17.024
H: 11.784 6.780 13.658
H: 10.562 11.215 7.222
C: 11.299 18.283 11.770
H: 14.660 12.938 16.526
C: 17.698 11.802 12.550
H: 12.532 15.166 17.430
C: 9.944 7.851 9.068
C: 12.118 15.093 13.637
H: 14.679 9.445 8.518
C: 15.850 10.127 6.888
C: 7.458 15.081 12.651
H: 13.680 15.888 7.876
H: 15.511 9.158 11.218
H: 10.500 16.031 8.327
C: 11.966 19.209 9.577
C: 15.538 13.723 13.346
H: 13.753 16.783 16.077
C: 9.472 14.421 7.311
H: 13.432 13.107 6.648
H: 8.698 15.066 6.876
C: 14.474 15.406 8.433
H: 7.914 12.191 10.896
H: 16.543 9.337 6.982
C: 9.410 13.585 11.332
P: 15.384 13.039 11.712
H: 12.101 20.043 8.868
H: 17.529 12.346 13.480
H: 8.941 8.834 10.653
C: 16.057 14.480 15.956
H: 12.411 17.752 8.089
N: 12.904 7.926 12.359
H: 9.316 7.002 8.992
H: 11.214 20.404 11.262
H: 19.559 10.942 13.221
H: 13.480 16.787 13.678
C: 7.120 13.911 11.999
H: 8.863 12.775 6.132
N: 12.082 6.861 12.668
C: 13.205 15.956 15.661
N: 14.141 7.680 11.930
C: 14.822 10.233 7.801
C: 15.160 12.135 5.725
C: 18.981 10.221 11.354
C: 15.724 15.502 7.862
C: 18.179 10.332 10.274
C: 14.902 13.077 14.418
C: 11.859 8.944 8.120
P: 12.665 11.588 8.989
C: 10.399 14.967 8.122
H: 18.309 9.722 9.321
Sn: 12.895 11.956 11.604
N: 13.591 9.828 11.941
H: 15.232 12.807 4.901
H: 16.402 11.278 9.401
C: 9.795 14.788 11.959
C: 14.570 8.894 11.602
C: 11.662 9.981 9.004
C: 14.323 14.711 9.650
C: 14.164 12.302 6.680
H: 10.107 13.000 10.743
C: 10.631 9.983 9.949
H: 17.047 15.222 12.809
H: 10.809 18.340 12.694
C: 16.749 14.405 9.727
N: 12.522 9.157 12.391
C: 15.495 14.189 10.296
C: 16.814 15.064 14.922
H: 15.822 16.031 6.896
C: 10.969 7.865 8.146
C: 9.537 13.108 6.892
H: 10.428 10.816 10.552
C: 8.788 15.523 12.667
C: 17.027 11.139 10.294
H: 11.135 7.102 7.401
C: 12.191 17.901 9.152
C: 12.470 15.078 16.409
C: 13.033 15.946 14.239
C: 9.780 8.871 9.981
C: 13.987 11.368 7.722
H: 9.061 16.418 13.261
C: 11.466 19.396 10.911
H: 16.819 10.906 5.113
H: 19.836 9.597 11.288
C: 11.601 14.064 14.444
H: 6.141 13.480 11.985
C: 11.376 12.760 8.346
C: 16.488 14.741 13.624
C: 10.462 12.281 7.450
Si: 12.493 14.968 9.929
C: 16.009 11.065 5.864
H: 11.278 13.325 16.420
C: 11.756 14.057 15.839
H: 17.633 15.798 15.078
C: 18.825 10.993 12.472
C: 11.393 14.133 8.717
C: 15.158 13.443 15.729
P: 11.498 15.347 11.967
H: 14.256 12.233 14.225
H: 10.933 13.304 14.030
C: 12.065 16.790 9.981
C: 8.138 13.116 11.412
H: 6.738 15.597 13.208
C: 16.864 15.127 8.555

Properties
**Net charge**: +3
**Highest occupied orbital energy**: -15.5 eV
**Orbital gap**: 7.71 eV
**Max |F|**: 3.94 eV/Å
**E_LUMO**: -7.764 eV

[2]
The following is a quantum chemistry calculation of a molecular structure, C55H46Cl2KN10O4S at a distorted geometry, from the OMol25 dataset.

Atoms and positions in Å:
N: -1.683 -1.481 0.612
H: -2.654 -10.929 0.965
C: -2.584 -9.918 0.570
N: -1.338 1.358 -0.250
C: -3.340 2.359 -0.809
C: 4.428 1.153 3.172
C: 2.589 -3.711 -1.062
H: -3.426 0.308 3.613
C: 2.626 2.255 -2.174
C: 2.276 -2.307 -0.855
C: -2.674 1.302 -0.033
C: -9.293 2.481 2.284
C: -1.113 2.315 -1.186
C: -7.143 -0.117 0.920
H: 8.985 -0.868 -3.602
H: -4.533 -1.902 2.270
H: -2.153 -5.346 -0.975
C: 0.648 4.601 -5.006
C: 0.101 2.583 -1.837
H: -10.371 2.412 2.409
H: -2.144 -9.952 -0.431
C: -0.648 -3.721 0.551
H: 2.980 2.439 6.516
C: -0.737 -7.189 2.089
H: 2.873 3.238 -2.545
N: 1.073 -2.194 -0.274
Cl: 1.075 3.419 1.269
H: -4.479 2.526 1.689
C: -2.002 1.739 3.825
C: -2.050 -7.214 0.074
N: -2.904 2.734 3.987
H: 8.794 -2.440 -4.417
C: 2.936 2.601 4.391
C: -0.219 6.076 -3.319
H: -0.040 6.029 -7.264
C: 3.385 2.113 5.573
H: 0.482 7.730 -7.288
C: 0.605 6.772 -6.787
C: -3.370 0.302 0.673
H: 6.769 -1.354 -4.136
N: -2.457 0.469 3.843
H: 4.932 -2.334 0.337
C: 6.657 -2.423 -0.918
O: -1.769 -9.198 1.467
H: 0.182 -5.323 2.583
H: -4.401 2.540 -0.865
C: -0.957 -5.166 0.779
C: -0.450 -5.853 1.881
Cl: 1.036 6.307 0.730
C: 4.509 -1.536 -1.605
C: 1.529 -4.416 -0.585
N: 4.873 0.639 4.368
H: 1.007 4.409 -6.005
H: 1.591 4.526 -0.719
H: 7.296 -2.865 -0.166
C: 3.476 1.226 -1.957
H: -8.829 2.651 3.260
C: -5.813 -0.371 0.656
H: -2.568 3.658 3.775
O: 0.243 6.973 -5.438
H: 4.427 -0.850 -3.625
H: -9.058 3.322 1.626
H: -3.587 -9.487 0.504
C: 0.583 -3.438 -0.081
C: 0.132 1.119 3.549
S: 4.932 0.645 1.679
H: -7.908 -0.841 0.676
C: -1.540 -7.876 1.183
H: 2.143 3.330 4.288
C: -4.808 0.559 0.957
C: 9.148 -1.945 -3.507
C: 0.146 3.731 -2.788
C: 0.232 5.870 -4.619
H: -5.533 -1.303 0.182
H: 1.395 -5.486 -0.589
H: -1.841 -0.246 3.478
C: 6.387 -1.562 -3.148
O: 8.513 -2.458 -2.357
C: 2.665 0.110 -1.477
H: -2.521 3.748 -2.260
H: -0.610 5.198 -1.419
H: 3.475 -4.100 -1.538
H: 0.916 2.566 -4.400
H: 10.210 -2.142 -3.387
H: 4.546 1.229 -2.082
C: -6.564 2.049 1.777
O: -8.875 1.256 1.720
C: -5.224 1.763 1.510
H: -0.345 -7.721 2.946
C: -2.381 2.973 -1.524
C: 0.596 3.553 -4.092
H: -2.672 -7.722 -0.647
H: 2.830 4.801 0.550
C: 1.770 4.736 0.330
C: -1.637 -2.802 0.951
C: 1.295 1.791 -1.770
N: 1.370 0.529 -1.345
C: -2.827 -3.143 1.706
C: -2.859 -0.988 1.027
N: 3.477 2.151 3.251
H: -0.526 7.070 -3.024
H: 4.759 0.655 6.387
C: 5.058 -1.272 -2.853
C: -7.530 1.095 1.492
N: 0.994 0.360 3.414
H: -3.053 -4.109 2.131
C: -1.754 -5.865 -0.112
C: 3.094 -1.210 -1.285
H: 3.073 2.432 2.361
C: 5.335 -2.131 -0.647
H: -6.828 3.012 2.187
H: -3.877 2.541 3.836
H: 1.647 6.451 -6.880
C: 4.373 1.105 5.476
C: -0.257 5.021 -2.427
C: -3.581 -2.014 1.771
K: 0.410 -0.133 0.750
C: 7.192 -2.131 -2.169
N: -0.744 2.089 3.730

Properties
**Net charge**: -1
**Energy above the lowest of the compared OMol25 structures with the same formula, charge and spin**: 0.000 eV
**Highest occupied orbital energy**: -3.4 eV
**Orbital gap**: 5.32 eV
**Max |F|**: 1.69 eV/Å
**E_LUMO**: 1.936 eV

[3]
The following is a quantum chemistry calculation of a molecular structure, C55H46KN5O2S2, from the OMol25 dataset.

Atoms and positions in Å:
C: 3.968 1.009 -5.506
C: -6.519 -2.124 -2.735
N: -1.983 1.402 -4.183
H: 4.093 3.278 3.687
H: -2.493 -0.061 -0.154
C: -2.820 3.066 0.797
H: -4.308 5.282 4.105
H: 0.634 3.840 6.897
C: -0.858 3.930 1.908
C: -0.712 -3.713 -1.256
C: -1.218 -2.018 2.322
C: -1.888 -3.432 -1.984
C: 1.224 0.921 2.484
C: -1.656 4.816 2.618
C: 2.104 2.543 4.118
C: 3.700 -1.967 1.472
C: 2.125 0.153 -4.151
C: 7.127 -3.558 1.858
C: -3.483 -0.384 -3.512
C: 4.799 0.130 -4.833
H: 7.304 -4.261 1.041
C: 4.307 -0.733 -3.842
C: 6.332 -1.448 0.742
H: 1.516 2.427 -6.290
C: -2.096 -1.564 1.308
H: -0.658 -4.696 4.343
N: 1.525 1.715 -5.582
C: 0.446 1.293 -4.847
H: 1.414 -3.873 -1.902
C: -4.735 -0.726 -1.813
C: -3.903 5.782 3.223
H: -1.546 -0.710 -4.227
H: 5.852 0.101 -5.085
C: -0.126 -1.207 2.716
C: -0.123 1.619 4.457
C: -2.353 0.009 -4.409
C: 0.764 3.241 6.005
H: 6.852 -4.138 2.738
H: 4.470 -3.725 2.409
C: 1.067 1.682 3.689
H: -0.927 0.969 4.137
N: -3.564 -0.108 -2.241
H: 7.356 -1.250 0.448
H: 4.347 1.956 1.636
H: 4.987 -1.418 -3.352
H: -4.672 3.985 1.338
C: 3.298 2.622 3.356
S: -0.425 1.902 0.112
H: -1.187 2.318 6.154
C: 1.923 3.319 5.288
C: 0.552 -2.902 4.303
C: 4.713 -2.834 1.841
H: -2.208 -3.064 -4.157
C: -1.388 -3.286 2.930
H: -2.898 -3.409 -1.590
H: -0.651 -3.927 -0.196
C: -1.451 3.049 1.020
C: 0.746 -1.677 3.732
H: 1.575 -1.056 4.051
S: 2.714 0.255 0.187
C: -5.318 -0.764 -0.548
H: 2.579 -1.421 -2.744
C: -1.890 -0.364 0.697
C: -0.125 -3.384 -3.439
H: -6.961 -1.533 0.581
H: -1.776 1.558 -3.200
C: -0.927 1.893 -5.037
H: -4.622 -1.521 -4.887
H: 0.217 3.929 2.045
C: -0.524 -3.721 3.892
H: -7.995 -2.713 -1.312
C: 3.436 1.892 2.221
C: -3.601 3.961 1.507
C: 2.627 0.999 -5.145
H: 0.456 -3.318 -4.350
H: -1.199 5.505 3.319
C: 2.969 -0.737 -3.491
H: -3.334 6.647 3.561
C: -7.081 -2.157 -1.471
H: -1.223 1.744 -6.081
N: 0.760 0.368 -3.993
C: -0.269 2.377 5.583
C: -3.035 4.837 2.434
H: -4.864 -0.244 0.286
H: 1.226 -3.252 5.075
C: -0.793 0.432 1.089
K: -0.307 -0.897 -1.801
H: -2.211 -3.910 2.605
C: 0.085 0.040 2.062
O: 1.567 -0.642 -0.151
C: 2.395 1.033 1.787
H: -4.745 6.131 2.626
H: -3.253 2.402 0.058
C: 6.039 -2.587 1.485
H: 2.722 3.980 5.604
C: 4.021 -0.832 0.742
H: -0.845 2.974 -4.893
H: -2.658 -0.113 -5.453
H: 4.349 1.667 -6.277
H: 2.666 -2.174 1.724
H: 5.550 0.300 -0.247
C: -1.524 -3.233 -3.335
C: 0.378 -3.682 -2.154
O: -1.097 1.683 -1.202
C: -5.343 -1.400 -2.879
H: -6.975 -2.645 -3.567
C: -6.490 -1.484 -0.393
C: 5.326 -0.573 0.356
H: -2.910 -2.204 0.988
N: -4.524 -1.146 -3.960
H: 8.066 -3.044 2.060

Properties
**Net charge**: 0
**Energy above the lowest of the compared OMol25 structures with the same formula, charge and spin**: 0.281 eV
**Highest occupied orbital energy**: -5.8 eV
**Orbital gap**: 5.80 eV
**Max |F|**: 0.67 eV/Å
**E_LUMO**: -0.010 eV

[4]
The following is a quantum chemistry calculation of a molecular structure, C55H50N2O3PRuSTe, from the OMol25 dataset.

Atoms and positions in Å:
H: -4.193 -1.250 -0.969
H: -2.598 3.237 -2.953
C: 2.324 -0.812 -1.004
C: -1.107 3.085 -6.698
C: 0.278 -0.705 4.939
C: -0.373 1.810 -4.321
H: -2.721 1.798 -1.939
H: 2.915 -5.938 3.282
H: 0.456 6.620 1.400
H: -2.164 -4.817 -2.285
P: -0.479 -2.364 2.887
H: 1.076 0.525 6.495
C: -1.049 -3.416 -1.127
C: -3.314 -1.876 -1.042
H: 0.625 -5.155 6.831
H: -3.188 0.201 6.325
H: -1.161 1.135 7.390
C: -1.450 4.448 -0.371
C: 2.635 2.120 3.503
H: -0.399 1.520 2.118
C: -1.716 1.896 -6.308
O: 2.721 -1.656 -0.165
C: -3.173 -5.326 2.022
Ru: 0.481 -1.261 0.844
H: -3.286 -1.493 2.351
C: -0.091 3.593 -5.904
C: 3.868 0.062 -4.385
C: 1.867 -5.653 5.150
H: -3.007 -1.303 4.424
H: 2.558 2.039 -1.650
C: -1.540 3.789 -7.959
C: -2.042 -3.241 2.491
H: 1.097 4.308 -3.222
H: 1.728 4.637 0.721
H: 5.849 0.819 -4.711
C: -0.858 -1.231 4.310
H: 1.975 -0.720 -3.781
H: 2.514 1.764 0.084
H: -2.536 4.219 -7.839
H: 0.803 3.240 3.398
H: 2.004 2.810 -3.396
C: 5.132 0.467 -3.980
C: 0.486 -3.640 3.805
C: 0.853 4.265 0.196
C: 5.479 0.404 -2.635
H: -2.876 0.136 -4.044
H: 4.312 0.773 3.448
C: -3.252 -2.570 2.309
C: 1.661 -4.226 1.661
H: 3.127 3.294 -0.547
C: 3.282 0.939 3.155
C: -2.016 -4.626 2.327
C: 4.559 -0.042 -1.699
C: -3.327 -3.075 -1.720
H: 3.161 2.880 4.067
H: -1.427 -0.800 -4.361
C: -0.494 6.100 1.275
H: -5.283 -5.199 1.635
C: 1.312 2.323 3.127
C: -1.361 1.238 -5.137
O: 2.579 -4.753 1.075
C: 0.177 0.136 6.034
C: -1.074 0.478 6.534
H: -2.553 -0.469 -5.670
H: 3.124 -0.951 2.159
N: 1.122 -0.233 -0.804
C: 2.372 2.520 -0.692
C: -4.379 -4.652 1.871
H: -2.405 4.959 -0.288
H: -3.131 -6.401 1.903
C: -0.136 2.658 -1.278
C: -2.208 -0.043 5.936
S: -1.916 -0.024 0.522
C: 0.633 1.354 2.404
C: -2.133 -1.473 -0.410
C: 0.874 -4.930 5.801
H: -1.084 -5.165 2.441
C: 1.450 3.569 -3.945
C: -0.357 4.924 0.343
C: 2.159 -5.384 3.824
H: 0.421 4.501 -6.212
H: -3.501 3.293 -1.430
C: 0.995 3.131 -0.603
C: 0.306 2.965 -4.723
C: 0.195 -3.917 5.140
C: -2.087 -0.043 -4.782
C: 2.608 -0.038 2.428
C: -2.177 -3.866 -1.770
O: 0.703 -3.509 1.136
C: 1.276 0.173 2.049
H: -2.488 1.463 -6.939
C: 2.942 -0.371 -3.444
H: 4.820 -0.107 -0.650
H: 2.144 4.067 -4.623
C: -4.413 -3.273 2.012
H: -0.125 -3.978 -1.105
C: -2.614 2.887 -1.918
H: 2.404 -6.432 5.678
C: -1.369 3.320 -1.180
C: 1.455 -4.398 3.145
H: -4.235 -3.410 -2.207
C: 3.274 -0.405 -2.093
H: -5.342 -2.734 1.876
H: 3.600 0.077 -5.434
H: 6.472 0.696 -2.317
H: -0.821 5.767 2.263
H: -1.233 6.815 0.911
N: -1.035 -2.240 -0.481
H: -1.583 3.098 -8.802
H: -0.856 4.597 -8.215
Te: -0.116 0.856 -2.370
H: -0.557 -3.345 5.667
H: 1.263 -0.964 4.575
C: -2.101 -0.895 4.838

Properties
**Net charge**: 0
**Energy above the lowest of the compared OMol25 structures with the same formula, charge and spin**: 0.000 eV
**Highest occupied orbital energy (alpha / beta)**: -7.0 / -7.6 eV
**Orbital gap (alpha / beta)**: 7.35 / 5.72 eV
**Multiplicity**: 6
**<S²>**: 8.78
**Max |F|**: 0.99 eV/Å
**E_LUMO (alpha / beta)**: 0.351 / -1.899 eV

The lowest max |F| belongs to which entry? C55H46KN5O2S2

The highest max |F| belongs to which entry? C55H45N5P3SiSn